Below is a structure of composition C41H33ClN3OP2V, with properties calculated with the ωB97M-V functional and the def2-TZVPD basis.

Each line ends with the Löwdin spin population.
Atoms and positions in Å:
V1 -0.07 0.34 0.16  1.9550
Cl1 5.05 0.01 5.39  0.0004
P1 -2.08 -1.20 0.33  -0.0018
P2 -2.32 1.56 0.45  -0.0043
O1 0.45 0.22 1.85  -0.0149
N1 0.09 0.63 -1.95  0.0059
N2 2.05 0.30 -0.21  0.0021
N3 -3.17 0.10 0.27  0.0015
C1 3.89 0.15 2.97  0.0063
C2 -2.62 -1.78 4.34  0.0003
C3 -0.92 0.83 -2.77  0.0130
C4 -1.52 2.54 2.91  0.0014
C5 -3.11 2.72 -0.70  -0.0007
C6 1.49 0.15 2.68  -0.0034
C7 0.48 0.98 -4.69  0.0132
C8 3.94 0.42 -3.48  -0.0019
C9 1.36 0.60 -2.48  0.0077
C10 -3.95 -4.59 -0.94  0.0001
C11 -4.20 4.56 -2.47  -0.0017
C12 2.98 0.28 0.70  0.0216
C13 -2.89 4.09 -0.51  -0.0013
C14 -3.01 3.37 4.60  0.0003
C15 -4.63 -0.09 0.32  0.0008
C16 -2.79 -2.50 -0.69  -0.0007
C17 -0.78 1.02 -4.15  -0.0007
C18 2.41 0.02 4.87  0.0013
C19 -2.77 -1.30 3.05  -0.0015
C20 -3.42 -3.27 -2.88  0.0001
C21 -3.89 2.59 2.50  -0.0010
C22 -1.70 -2.78 4.61  -0.0014
C23 -2.82 -2.32 -2.07  -0.0003
C24 3.70 0.06 4.33  0.0030
C25 -4.10 3.12 3.77  -0.0002
C26 -3.36 -3.64 -0.12  -0.0011
C27 -1.99 -1.82 2.02  -0.0017
C28 -3.87 2.28 -1.78  -0.0014
C29 2.44 0.39 -1.59  0.0026
C30 2.91 0.66 -4.34  -0.0002
C31 -0.91 -3.29 3.59  0.0004
C32 3.71 0.28 -2.09  0.0000
C33 -3.98 -4.40 -2.31  -0.0008
C34 -1.72 3.09 4.17  0.0002
C35 1.29 0.06 4.05  0.0029
C36 -1.05 -2.81 2.30  -0.0001
C37 1.59 0.75 -3.86  -0.0004
C38 2.78 0.19 2.12  0.0018
C39 -2.60 2.28 2.08  -0.0035
C40 -4.42 3.20 -2.66  0.0002
C41 -3.43 5.00 -1.40  0.0002
H1 0.29 0.02 4.45  0.0003
H2 -2.37 -1.44 -2.52  0.0000
H3 -1.59 -3.16 5.62  -0.0001
H4 4.89 0.18 2.57  0.0001
H5 -1.66 1.19 -4.76  -0.0003
H6 3.10 0.78 -5.40  0.0000
H7 -0.43 -3.22 1.51  0.0006
H8 -1.91 0.84 -2.32  0.0005
H9 -3.22 -1.37 5.14  0.0000
H10 -4.39 -5.48 -0.50  0.0000
H11 -4.07 1.23 -1.92  -0.0001
H12 -3.44 -3.13 -3.96  0.0000
H13 2.29 -0.05 5.94  0.0000
H14 4.02 0.33 0.40  0.0001
H15 4.56 0.08 -1.46  0.0000
H16 -3.18 3.79 5.58  0.0000
H17 -0.88 3.30 4.81  0.0000
H18 -4.45 -5.15 -2.95  0.0000
H19 -0.51 2.33 2.59  0.0015
H20 -5.12 0.88 0.31  -0.0001
H21 -3.33 -3.79 0.95  0.0000
H22 4.95 0.34 -3.84  -0.0001
H23 -4.63 5.28 -3.16  -0.0001
H24 -0.18 -4.07 3.80  0.0000
H25 -4.95 -0.65 -0.56  -0.0001
H26 -3.27 6.06 -1.25  0.0000
H27 -5.04 2.86 -3.48  0.0000
H28 -4.74 2.45 1.85  0.0000
H29 -5.10 3.36 4.09  -0.0001
H30 0.63 1.11 -5.75  0.0006
H31 -2.32 4.44 0.34  -0.0001
H32 -3.47 -0.49 2.86  -0.0001
H33 -4.94 -0.64 1.20  0.0001

Properties
2S+1 = 3
DFT total energy = -3908.22090 hartree
total charge = +2
gap between HOMO and LUMO (alpha / beta) = 7.07 / 7.41 eV
⟨S²⟩ = 2.02
LUMO energy (alpha / beta) = -6.338 / -6.133 eV
HOMO (alpha / beta) = -13.41 / -13.54 eV
energy above the lowest of the compared OMol25 structures with the same formula, charge and spin = 63.0 kJ/mol

Below is a structure of composition C41H33IIrN11O2P at a distorted geometry, with properties calculated with the ωB97M-V functional and the def2-TZVPD basis.

Each line ends with the Löwdin spin population.
Atoms and positions in Å:
Ir1 0.75 0.00 0.86  0.7503
I1 -2.30 -1.34 -3.20  0.2368
P1 -2.36 1.68 -2.79  0.4460
O1 0.72 2.27 -1.64  0.0983
O2 2.51 1.38 -2.75  0.4152
N1 2.81 0.32 0.96  0.0193
N2 1.09 7.77 5.35  0.0029
N3 1.49 -2.17 -1.06  0.0243
N4 1.18 0.06 -1.37  0.0940
N5 5.46 1.07 1.25  -0.0006
N6 -3.70 0.68 2.59  0.0159
N7 2.38 -1.24 -2.97  0.0475
N8 0.60 -2.01 0.03  0.0078
N9 0.83 1.73 1.79  0.0084
N10 -1.19 0.12 1.58  0.0137
N11 1.56 1.25 -1.95  0.4085
C1 -0.82 2.19 -3.57  0.2015
C2 -4.32 0.53 -4.58  0.0038
C3 -4.38 2.78 -1.35  0.0483
C4 -6.17 -0.36 -5.94  0.1957
C5 -3.63 1.68 -4.11  0.1761
C6 -4.81 -1.89 -4.69  0.0369
C7 -4.20 4.56 0.26  0.0622
C8 -4.04 -0.83 -4.25  0.2067
C9 1.89 6.37 3.59  0.0025
C10 -3.96 2.94 -4.59  0.0356
C11 -4.98 3.65 -0.46  -0.0018
C12 2.08 3.55 2.64  -0.0039
C13 1.90 7.55 4.32  -0.0005
C14 1.33 3.45 -3.75  0.2866
C15 -5.90 -1.65 -5.53  0.1111
C16 0.97 5.38 3.93  0.0013
C17 4.48 1.89 1.60  0.0032
C18 0.22 2.99 -2.87  0.0840
C19 1.45 3.06 -5.05  0.0258
C20 -0.62 1.79 -4.86  0.1172
C21 1.69 -1.06 -1.86  0.0661
C22 -5.40 0.73 -5.49  0.0044
C23 -0.28 3.41 3.03  0.0005
C24 0.51 2.20 -5.62  0.2828
C25 0.22 6.83 5.68  -0.0004
C26 3.14 1.54 1.48  0.0024
C27 -4.97 3.12 -5.53  0.0687
C28 -1.46 1.32 2.16  0.0167
C29 0.11 5.62 5.00  0.0029
C30 5.13 -0.12 0.78  0.0043
C31 3.80 -0.51 0.62  0.0051
C32 -2.73 1.58 2.64  -0.0032
C33 -5.70 2.03 -5.95  0.1160
C34 -0.30 2.22 2.33  0.0120
C35 -2.17 -0.80 1.56  0.0194
C36 2.01 2.34 1.97  0.0132
C37 -2.99 2.80 -1.54  0.0764
C38 -3.42 -0.51 2.08  -0.0021
C39 -2.21 3.65 -0.75  0.0463
C40 -2.82 4.54 0.12  0.0029
C41 0.92 4.11 3.19  0.0118
H1 -1.13 3.63 -0.80  0.0036
H2 -6.49 -2.48 -5.88  0.0025
H3 -5.01 2.10 -1.92  0.0024
H4 3.54 -1.48 0.23  0.0003
H5 -6.06 3.64 -0.34  -0.0009
H6 -1.37 1.19 -5.36  0.0036
H7 0.61 1.86 -6.64  0.0129
H8 -1.19 3.80 3.46  -0.0001
H9 -0.19 3.87 -2.36  0.0221
H10 -4.67 5.27 0.92  0.0029
H11 4.77 2.86 1.99  0.0002
H12 -4.20 -1.26 2.08  -0.0004
H13 2.68 -0.42 -3.49  0.0001
H14 -6.51 2.16 -6.65  0.0030
H15 -6.99 -0.17 -6.62  0.0057
H16 0.81 -2.72 0.72  0.0030
H17 2.27 3.43 -5.64  -0.0041
H18 -5.19 4.11 -5.90  0.0020
H19 5.94 -0.79 0.51  0.0003
H20 2.03 4.15 -3.31  0.0100
H21 -1.96 -1.77 1.12  0.0008
H22 2.76 -2.14 -3.22  0.0026
H23 2.56 6.26 2.75  0.0001
H24 1.54 -3.09 -1.48  0.0011
H25 -3.43 3.81 -4.23  -0.0004
H26 -0.41 7.04 6.53  -0.0001
H27 -0.59 4.88 5.35  0.0001
H28 2.59 8.35 4.08  -0.0001
H29 -2.98 2.54 3.07  -0.0002
H30 -2.21 5.24 0.68  -0.0008
H31 -0.36 -2.16 -0.29  0.0008
H32 -4.56 -2.90 -4.42  0.0006
H33 3.03 4.03 2.81  -0.0003

Properties
2S+1 = 6
DFT total energy = -3076.74817 hartree
total charge = +4
gap between HOMO and LUMO (alpha / beta) = 5.80 / 2.86 eV
⟨S²⟩ = 8.82
LUMO energy (alpha / beta) = -10.993 / -14.055 eV
HOMO (alpha / beta) = -16.79 / -16.92 eV
energy above the lowest of the compared OMol25 structures with the same formula, charge and spin = 68.6 kJ/mol

Below is a structure of composition C41H33N5O4PbS3, with properties calculated with the ωB97M-V functional and the def2-TZVPD basis.

Each line ends with the Löwdin charge.
Atoms and positions in Å:
Pb1 -0.79 -0.50 -0.25  1.0461
S1 -1.02 0.52 -5.11  1.1043
S2 0.63 3.04 -0.53  0.6244
S3 -2.59 -2.31 -0.72  0.5268
O1 2.97 -0.30 -0.01  -0.0850
O2 -1.27 -3.17 3.55  -0.0154
O3 1.90 0.58 2.13  0.1458
O4 -0.97 -1.62 1.98  -0.2723
N1 1.80 -0.75 2.47  -0.0199
N2 0.95 -1.00 3.36  0.2723
N3 -1.33 0.50 -2.56  -0.0194
N4 2.79 3.52 -2.12  -0.1747
N5 1.03 2.75 -3.16  0.0318
C1 2.80 -2.92 2.50  0.0151
C2 -0.32 2.82 3.92  0.0205
C3 2.64 -1.71 1.84  -0.0715
C4 -3.49 3.62 -4.23  -0.0858
C5 -5.32 -3.35 2.81  -0.0992
C6 0.64 -2.03 -4.36  -0.0688
C7 -0.97 1.84 4.75  -0.1450
C8 3.58 -3.91 1.94  -0.0654
C9 1.38 -3.17 -4.14  -0.0896
C10 -3.53 3.45 -2.85  -0.0718
C11 -0.73 -0.13 -3.51  -0.5217
C12 -2.83 2.43 -2.23  -0.0117
C13 -5.78 -3.22 1.50  -0.1043
C14 3.45 -0.09 -1.33  -0.0356
C15 -4.90 -2.86 0.50  -0.1523
C16 -0.64 0.48 4.63  -0.0791
C17 -2.60 1.25 6.42  -0.0668
C18 0.64 2.53 3.00  0.0079
C19 4.02 -2.48 0.05  -0.0125
C20 -3.54 -2.62 0.75  -0.5956
C21 -1.96 2.21 5.68  -0.0299
C22 1.93 3.07 -4.25  -0.1275
C23 1.51 3.12 -1.95  -0.8423
C24 0.98 1.16 2.92  -0.1667
C25 -1.65 -2.54 2.56  -0.6230
C26 3.22 -1.47 0.59  -0.2225
C27 -1.31 -0.51 5.37  0.0129
C28 4.19 -3.68 0.72  -0.0597
C29 -2.04 1.74 -4.41  -0.4809
C30 -2.09 1.56 -3.02  -0.3327
C31 3.23 3.36 -3.49  -0.1176
C32 3.71 3.83 -1.06  -0.0578
C33 1.07 -2.89 -1.77  -0.1408
C34 -3.08 -2.76 2.06  -0.1439
C35 -3.98 -3.13 3.06  -0.0437
C36 0.12 -1.31 -3.28  -0.2744
C37 -2.74 2.77 -5.03  -0.0901
C38 0.34 -1.71 -1.95  -0.2931
C39 0.39 0.19 3.70  -0.1194
C40 1.59 -3.61 -2.84  -0.0857
C41 -2.28 -0.11 6.26  -0.0469
H1 4.55 -0.02 -1.33  0.1032
H2 0.44 -1.70 -5.38  0.0826
H3 4.48 -2.33 -0.92  0.1120
H4 3.02 0.84 -1.66  0.0788
H5 3.95 2.54 -3.57  0.1187
H6 -4.12 4.13 -2.25  0.1051
H7 1.23 -3.27 -0.77  0.0976
H8 -5.99 -3.63 3.61  0.0932
H9 3.70 -4.86 2.44  0.1101
H10 0.04 2.61 -3.28  0.0889
H11 3.72 4.27 -3.85  0.1224
H12 -2.82 -0.85 6.83  0.1106
H13 2.03 2.22 -4.93  0.1107
H14 -2.71 2.89 -6.10  0.1069
H15 -2.23 3.26 5.78  0.1136
H16 1.08 3.26 2.34  0.0846
H17 4.07 4.86 -1.14  0.0914
H18 -2.85 2.30 -1.15  0.1124
H19 4.57 3.15 -1.10  0.0884
H20 -6.82 -3.39 1.27  0.0960
H21 3.13 -0.89 -2.00  0.0893
H22 -3.36 1.54 7.13  0.1054
H23 2.14 -4.52 -2.66  0.1012
H24 -4.05 4.42 -4.69  0.1028
H25 4.81 -4.44 0.27  0.1115
H26 1.77 -3.73 -4.98  0.0992
H27 3.20 3.69 -0.11  0.0498
H28 -3.59 -3.25 4.06  0.1066
H29 -5.25 -2.76 -0.52  0.0831
H30 1.58 3.93 -4.82  0.1201
H31 -1.08 -1.55 5.20  0.1083
H32 2.27 -3.08 3.44  0.1262
H33 -0.63 3.86 4.03  0.1232

Properties
DFT total energy = -3544.30312 hartree
gap between HOMO and LUMO = 5.25 eV
LUMO energy = -1.238 eV
HOMO = -6.49 eV
energy above the lowest of the compared OMol25 structures with the same formula, charge and spin = 79.5 kJ/mol

Below is a structure of composition C41H34Br2N2OP2SeV at a distorted geometry, with properties calculated with the ωB97M-V functional and the def2-TZVPD basis.

Each line ends with the Löwdin spin population.
Atoms and positions in Å:
Br1 -4.82 -3.85 -0.92  -0.0017
Br2 -2.32 -5.76 -5.60  -0.0023
Se1 0.34 -1.93 -0.18  -0.1582
V1 -1.34 -0.51 -0.96  1.3215
P1 -1.78 0.14 1.31  -0.0206
P2 0.12 1.50 -0.86  -0.0297
O1 -2.64 -1.63 -1.27  -0.0155
N1 -0.79 -1.38 -3.00  -0.0062
N2 -1.34 1.38 0.09  -0.0383
C1 -2.81 1.09 2.43  -0.0055
C2 0.83 3.48 -2.65  -0.0008
C3 -0.03 -0.08 3.40  -0.0028
C4 3.29 -1.76 1.83  -0.0032
C5 0.96 4.79 -3.08  0.0001
C6 -0.49 -3.15 -5.17  0.0050
C7 -0.45 -0.59 2.23  -0.0024
C8 -4.30 2.44 4.33  -0.0020
C9 3.79 1.01 0.76  -0.0002
C10 -0.36 5.54 -1.22  -0.0003
C11 4.48 -1.89 1.14  -0.0002
C12 -2.66 2.47 2.57  -0.0026
C13 2.55 2.44 2.25  -0.0006
C14 3.73 1.80 1.90  0.0006
C15 0.85 -0.83 4.28  -0.0003
C16 1.30 -2.03 3.92  -0.0015
C17 -0.08 -1.98 1.76  0.0039
C18 1.05 -2.67 2.58  -0.0011
C19 0.13 -1.17 -3.92  0.0028
C20 3.84 -4.10 0.45  -0.0003
C21 -4.45 1.07 4.19  0.0003
C22 0.30 -2.05 -5.02  0.0003
C23 -3.41 3.14 3.53  -0.0002
C24 -2.58 1.83 -0.64  0.0073
C25 2.66 -3.97 1.16  -0.0023
C26 1.43 2.32 1.44  -0.0010
C27 -2.61 -2.62 -2.20  0.0019
C28 1.02 0.02 -3.83  -0.0012
C29 -1.50 -3.39 -4.22  0.0002
C30 -1.60 -2.47 -3.16  -0.0009
C31 1.49 1.51 0.30  -0.0062
C32 0.36 5.82 -2.37  -0.0005
C33 -3.49 -3.66 -2.22  -0.0066
C34 2.36 -2.80 1.84  -0.0048
C35 4.76 -3.06 0.44  -0.0009
C36 -0.48 4.24 -0.78  -0.0018
C37 -3.70 0.38 3.24  -0.0021
C38 2.66 0.85 -0.03  -0.0019
C39 0.10 3.20 -1.50  -0.0077
C40 -3.38 -4.61 -3.27  -0.0001
C41 -2.42 -4.48 -4.23  -0.0060
H1 2.51 3.06 3.14  -0.0001
H2 -2.98 1.06 -1.33  0.0015
H3 -4.08 -5.44 -3.29  0.0000
H4 -3.30 4.21 3.64  0.0000
H5 4.71 0.52 0.49  0.0000
H6 1.96 -4.80 1.17  -0.0001
H7 -0.36 -3.82 -6.00  0.0002
H8 -5.14 0.53 4.81  0.0001
H9 2.71 0.20 -0.90  -0.0011
H10 -1.04 4.04 0.13  -0.0002
H11 0.41 0.93 -3.88  0.0000
H12 -0.37 0.89 3.73  -0.0001
H13 0.71 -3.69 2.78  0.0000
H14 1.07 -1.83 -5.74  -0.0001
H15 -3.36 2.03 0.10  -0.0003
H16 1.54 5.01 -3.97  0.0000
H17 1.57 0.02 -2.89  -0.0008
H18 0.46 6.84 -2.72  0.0000
H19 5.69 -3.16 -0.09  0.0000
H20 1.94 -2.59 4.59  -0.0002
H21 3.08 -0.84 2.38  0.0000
H22 -2.37 2.72 -1.21  0.0010
H23 0.52 2.85 1.70  0.0000
H24 -3.82 -0.69 3.13  -0.0002
H25 -4.88 2.96 5.07  -0.0001
H26 -0.98 -2.60 1.80  -0.0026
H27 4.06 -5.02 -0.07  0.0000
H28 1.33 2.70 -3.21  -0.0001
H29 4.61 1.92 2.51  0.0000
H30 1.10 -0.41 5.25  0.0000
H31 -1.97 3.02 1.95  -0.0004
H32 1.73 0.04 -4.65  -0.0001
H33 5.20 -1.09 1.16  0.0000
H34 -0.82 6.35 -0.66  -0.0001

Properties
2S+1 = 2
DFT total energy = -10943.20065 hartree
total charge = +2
gap between HOMO and LUMO (alpha / beta) = 5.95 / 6.88 eV
⟨S²⟩ = 0.86
LUMO energy (alpha / beta) = -7.143 / -6.322 eV
HOMO (alpha / beta) = -13.09 / -13.20 eV

Below is a structure of composition C41H34Cl5HgN5O3S, with properties calculated with the ωB97M-V functional and the def2-TZVPD basis.

Each line ends with the Löwdin spin population.
Atoms and positions in Å:
Hg1 1.19 -1.35 -0.57  0.0053
Cl1 -1.27 -3.69 -0.07  0.0002
Cl2 1.94 -8.02 0.16  0.0000
Cl3 4.43 -6.20 -0.27  0.0001
Cl4 4.06 -3.12 -0.63  0.0017
Cl5 -0.91 -6.76 0.26  0.0001
S1 0.19 -0.92 1.89  0.0004
O1 -0.40 -1.37 -4.99  0.0081
O2 -0.08 0.90 -0.65  0.0009
O3 4.97 1.13 -0.98  0.0224
N1 -0.43 -1.64 -2.75  -0.0020
N2 2.03 -0.35 -2.51  0.2609
N3 3.18 0.11 -0.05  0.1193
N4 -0.55 1.01 3.52  0.0000
N5 -1.08 1.47 1.38  0.0000
C1 3.88 0.80 -3.59  0.0153
C2 -4.02 -2.72 -2.56  0.0000
C3 2.02 3.40 3.61  0.0002
C4 -2.87 -1.95 -2.45  -0.0001
C5 3.24 0.32 -2.44  0.1708
C6 -5.19 -1.24 -1.07  0.0000
C7 -3.78 3.88 -0.69  0.0000
C8 -1.89 2.39 -0.67  0.0000
C9 2.85 -5.49 -0.21  0.0001
C10 1.74 -6.31 -0.02  -0.0001
C11 2.66 -4.12 -0.37  0.0003
C12 5.21 1.21 0.43  0.0013
C13 -2.88 3.10 0.01  0.0000
C14 -5.17 -2.37 -1.88  0.0000
C15 3.58 1.59 3.33  0.0011
C16 0.33 -4.37 -0.13  0.0003
C17 -2.80 1.98 3.95  0.0000
C18 2.04 -0.02 -4.89  0.0863
C19 -1.29 2.21 3.89  0.0000
C20 0.19 -1.19 -3.77  0.0078
C21 -2.88 -0.83 -1.63  0.0000
C22 -0.49 0.62 2.22  0.0000
C23 3.30 0.65 -4.82  0.1271
C24 -1.81 2.50 -2.05  0.0001
C25 3.98 0.53 1.09  0.0116
C26 3.77 0.49 -1.13  0.0922
C27 1.41 -3.52 -0.32  0.0018
C28 3.24 1.49 1.99  0.0044
C29 0.09 0.26 4.59  0.0000
C30 -4.04 -0.47 -0.95  0.0000
C31 -0.91 1.48 0.05  0.0000
C32 -1.70 -1.89 -4.71  0.0003
C33 1.67 3.29 2.28  0.0001
C34 2.97 2.54 4.15  0.0002
C35 0.47 -5.74 0.02  0.0001
C36 -0.83 -0.77 5.23  0.0000
C37 -1.63 -2.32 -3.23  -0.0002
C38 1.48 -0.48 -3.73  0.0437
C39 -3.70 3.98 -2.07  0.0000
C40 2.27 2.34 1.47  0.0010
C41 -2.71 3.28 -2.75  0.0000
H1 3.77 1.03 -5.71  0.0085
H2 -1.03 1.95 -2.56  0.0002
H3 -1.90 -2.71 -5.40  0.0001
H4 3.24 2.61 5.19  0.0001
H5 -6.06 -2.99 -1.97  0.0000
H6 -3.16 1.64 2.98  0.0000
H7 -4.41 4.59 -2.62  0.0000
H8 -0.28 -1.34 5.99  0.0000
H9 4.83 1.31 -3.48  -0.0026
H10 -6.08 -0.97 -0.53  0.0000
H11 0.42 0.99 5.33  0.0000
H12 5.29 2.26 0.70  0.0005
H13 1.52 -0.16 -5.82  0.0041
H14 -1.18 -1.47 4.47  0.0000
H15 -0.92 2.53 4.86  0.0000
H16 -1.47 -3.40 -3.14  0.0000
H17 -1.69 -0.31 5.71  0.0000
H18 -3.32 2.91 4.20  0.0000
H19 -4.55 4.43 -0.15  0.0000
H20 4.31 0.92 3.75  0.0002
H21 6.15 0.70 0.65  0.0009
H22 4.28 -0.34 1.67  0.0041
H23 -1.98 -0.25 -1.52  0.0000
H24 1.96 2.22 0.44  0.0003
H25 -2.93 3.01 1.09  0.0000
H26 -2.64 3.35 -3.83  0.0000
H27 -4.03 0.40 -0.31  0.0000
H28 -4.01 -3.62 -3.18  0.0000
H29 0.97 -0.22 4.18  0.0000
H30 1.54 4.14 4.25  0.0000
H31 -1.07 3.00 3.17  0.0000
H32 -3.06 1.23 4.70  0.0000
H33 -2.44 -1.10 -4.86  0.0001
H34 0.90 3.93 1.86  0.0000

Properties
2S+1 = 2
DFT total energy = -4934.96683 hartree
total charge = -1
gap between HOMO and LUMO (alpha / beta) = 4.98 / 7.49 eV
⟨S²⟩ = 0.77
LUMO energy (alpha / beta) = 2.418 / 2.415 eV
HOMO (alpha / beta) = -2.57 / -5.07 eV
energy above the lowest of the compared OMol25 structures with the same formula, charge and spin = 25.8 kJ/mol